DFT (the ωB97M-V functional and the def2-TZVPD basis) results for a 10-piece molecular cluster, C40H58N2O16 overall.

Element x y z (Å)
H  -3.02485  -0.76485  -6.91906
O  6.31775  -1.35107  -1.65687
C  1.60807  4.82881  -4.22329
C  -3.98968  -1.66512  0.56036
C  -4.87349  1.36082  -1.35258
H  5.69058  -3.20546  0.89946
H  3.13263  3.44743  2.46822
C  3.54318  2.43660  2.50136
C  -0.27722  -0.87976  -5.14482
H  -4.19271  -3.40063  4.93638
H  -0.47647  -1.76525  -1.16166
C  4.94991  2.37316  1.90173
C  1.49267  3.00834  -2.63288
C  -4.05309  2.82928  0.21490
C  0.24091  -0.97043  -0.95963
C  0.23267  3.68812  3.64760
O  -2.58923  -4.88891  3.19039
H  1.13018  2.86658  -4.81325
O  -0.83372  -0.71759  -8.55279
C  -0.91019  -0.68790  -7.36549
C  6.74484  -2.16821  -0.66644
H  1.11721  3.16551  3.97501
H  3.71467  -1.31462  0.18823
O  7.80714  -2.67455  -0.65875
H  -5.87433  -0.51118  0.90412
H  -5.92291  1.20302  -1.58741
H  5.33925  1.82986  -0.22769
C  -3.47710  3.30920  -1.11220
C  4.39339  -1.95451  -0.37368
O  -4.80298  1.72729  0.03632
C  0.57160  -5.27373  1.65092
C  -5.10882  -3.58848  0.35383
C  3.33720  1.58119  0.38789
H  1.11754  -1.16127  -1.57253
H  -2.99015  -4.30531  5.88278
H  1.65194  -0.81533  0.66994
H  0.76592  1.23916  1.18139
H  0.23787  -1.67979  -4.62791
H  -2.80634  -1.03822  3.69101
O  -1.75281  -2.82887  3.34367
O  1.03477  -4.53983  -0.60301
H  -2.98888  -1.49422  6.10938
C  -0.28560  3.60743  2.37818
C  0.57583  -0.80064  0.52920
H  -2.94416  -3.59557  0.15760
C  -1.77202  -0.99514  -5.19237
H  -2.28851  -0.57392  -4.32384
O  1.36659  5.64266  -5.00448
H  4.41180  -1.34016  -2.46537
H  -4.26096  0.49820  -1.59470
H  -2.11198  0.78338  -6.56410
H  5.87117  -1.42156  1.10092
C  1.16287  -4.42989  0.54708
C  -2.50178  -3.87238  3.80417
C  4.89216  -1.05617  -1.53549
H  0.74989  -6.33508  1.51517
C  4.65063  2.38100  0.40899
H  3.15710  3.89742  -1.57032
C  -2.01166  -1.65213  4.13971
H  5.61892  3.18554  2.19258
C  -0.35853  0.36010  -1.35690
O  -0.61717  0.75700  -2.45526
H  -5.45646  -4.59509  0.20820
H  4.45419  3.35017  -0.04800
C  -2.40919  -2.20186  5.51764
O  2.76981  1.13340  -0.55373
H  -1.15551  -0.97525  4.18097
C  -1.56994  5.03329  3.51055
H  -3.52784  4.39337  -1.09395
H  3.04696  -3.47708  2.82617
C  1.27933  -4.75332  2.91042
H  -2.08253  -2.04083  -5.21659
H  -0.39698  4.97171  5.35989
H  -0.18418  3.61161  -3.90031
O  2.78676  1.56246  1.62964
C  2.01708  -3.47955  2.47810
H  -6.98357  -2.66688  0.61411
H  -2.07946  4.44017  1.57563
C  -0.55100  4.66006  4.34220
C  2.83041  3.72253  -2.60377
C  -3.12561  -3.51286  5.15836
H  1.55483  1.92896  -2.63140
H  0.84613  3.31725  -1.81555
O  -0.69911  1.08293  -0.26304
H  -3.22996  -0.90502  0.64957
H  0.03756  0.11796  -4.84583
H  3.59079  2.10513  3.53461
H  -5.11958  3.29891  -2.43503
H  5.44659  1.44361  2.18868
O  2.01219  -3.48606  1.04828
C  -4.35206  2.58056  -2.13042
C  -2.13426  -0.30660  -6.51480
C  -3.86198  -3.04935  0.28488
C  -0.05039  0.56196  0.93681
O  2.66224  4.93697  -3.38392
H  -0.50645  -5.12978  1.74268
H  -0.77737  0.52000  1.74094
H  0.00317  2.97636  1.55286
O  -3.91286  3.28214  1.28534
H  3.67363  3.13929  -3.00861
H  4.86121  0.01072  -1.36973
C  -5.31441  -1.41650  0.74552
N  -1.42822  4.37896  2.33548
O  0.11049  -1.03046  -6.57493
C  5.67065  -2.24091  0.40815
N  -5.98797  -2.59727  0.61478
H  -2.43958  5.63495  3.70318
H  -2.45260  2.93490  -1.02701
H  3.88882  -2.78710  -0.84450
H  -3.84351  2.30776  -3.05375
H  -1.52009  -2.43304  6.11144
C  0.88920  3.51594  -3.96505
H  0.51326  -4.54701  3.65757
H  1.98233  -5.48359  3.30246
H  0.13928  -1.58690  1.14748
H  1.55429  -2.54107  2.78361

- relative energy (zero: lowest compared OMol25 entry of this formula, charge and spin) (kcal per mole) = 0.0
- frontier orbital gap (eV) = 8.438

Mulliken population analysis, charges in e, atoms 1 to 8: 0.34 -0.43 0.35 -0.02 -0.26 0.30 0.42 -0.78

DFT (the ωB97M-V functional and the def2-TZVPD basis) results for a 2-piece molecular cluster, C22H41N2O5 overall.

Element x y z (Å)
C  2.99926  -0.32515  -2.07060
H  1.10502  0.29764  1.14228
H  5.11943  1.99960  -4.30806
H  -0.83256  0.82065  -0.90758
O  -0.56570  1.25134  3.39034
N  -0.70179  -1.13898  -0.42055
C  5.73526  1.80094  -1.73328
H  -2.94887  -2.71779  0.31357
H  1.87394  0.46799  -3.78682
H  -1.85525  -2.25779  2.39896
H  0.11003  -0.86717  4.05950
H  3.41198  1.66141  -4.25990
H  -5.87840  1.65677  2.05765
H  3.74862  -1.93213  -3.31612
H  -6.29926  -2.43394  1.94407
H  -4.43812  2.06721  0.34444
H  0.08486  1.73493  1.08228
H  -4.04160  0.39445  0.10547
C  -2.78811  1.46321  1.52210
O  -2.56614  0.30295  3.62416
H  -0.32584  -3.13942  2.33574
H  3.54444  -1.32408  -0.23340
H  -4.81478  0.52539  2.83911
C  -1.58745  1.06707  4.23040
H  0.88002  -1.22450  2.55880
C  2.68032  -1.23697  -0.89493
C  -0.53621  0.09466  -0.15589
C  -5.23759  0.79523  1.87517
C  -0.88884  -2.38370  2.87380
C  -5.53257  -1.72249  1.62466
C  -6.12950  -0.34194  1.36511
H  -2.12522  1.84403  0.75355
C  -0.09343  -1.06862  3.01492
H  -4.11031  -3.96280  -0.11705
O  2.50686  1.53779  -0.71576
H  6.40499  2.48090  -2.28109
H  -4.78211  -1.66541  2.41618
H  5.70242  -0.27190  -4.17683
H  4.92726  -1.23838  -2.22947
H  4.45158  3.88550  -2.86256
H  3.76971  3.62292  -1.24853
C  -3.91757  -3.14484  0.57431
C  -0.69553  0.18398  2.34274
O  -1.70833  1.49148  5.36211
H  -2.93645  2.25543  2.25258
C  0.07892  0.65229  1.11174
H  -1.08934  -2.79080  3.86215
H  -6.26930  -0.26219  0.29053
H  -0.36571  -1.68921  0.37377
H  1.85652  -0.81436  -0.32696
C  1.71978  -0.17040  -2.91498
H  0.92624  0.27012  -2.31444
C  3.79210  3.24254  -2.26720
C  -2.20673  0.23098  2.23716
C  4.36348  1.39691  -3.79146
H  2.78317  3.31185  -2.67471
H  -7.10777  -0.27566  1.83835
H  -2.57492  -0.64194  1.70357
C  4.10405  -0.98204  -2.90367
C  4.63208  -0.09248  -4.03925
H  2.39097  -2.24340  -1.22404
N  3.49533  0.90110  -1.49598
H  4.15941  -0.37841  -4.98375
C  4.30613  1.80995  -2.31155
H  5.70784  2.11635  -0.68948
O  -4.92997  -2.16846  0.41938
H  6.16783  0.79951  -1.76890
H  -3.89330  -3.54465  1.58636
C  -4.13470  1.16195  0.87163
H  1.36943  -1.14506  -3.27385

- frontier orbital gap (eV) = 4.438
- net charge = -1

Mulliken population analysis, charges in e, atoms 1 to 8: 1.95 0.86 0.57 0.49 -0.49 -0.63 -1.78 0.12

DFT (the ωB97M-V functional and the def2-TZVPD basis) results for C26H29BCdF4N2O2S2 as an isolated structure.

Element x y z (Å)
C  -2.36977  -1.63307  -2.66875
C  5.13975  -0.59400  5.59461
B  0.98455  4.36638  0.49237
N  -0.91224  -1.69365  -2.54390
F  1.87993  4.66842  -0.56678
C  3.45669  0.64797  2.41040
C  -4.27799  2.73289  -1.73150
H  -3.72461  -0.86559  -0.34447
C  -0.16947  -4.26287  0.03760
H  -2.66761  -2.20392  -3.56472
H  -0.23102  -0.68433  3.89048
C  -2.02756  4.04243  -2.61993
C  -2.95580  -0.23238  -2.84854
H  -3.97785  -0.35917  -3.24193
C  -3.10654  2.00135  -1.93788
O  1.57471  -0.15185  0.20305
H  -1.11785  4.55257  -2.91210
H  1.13682  -5.82256  -2.67565
F  1.72811  4.12350  1.67947
F  0.09712  5.45668  0.69530
H  -2.81164  -2.12760  -1.80543
H  -0.42613  -0.31777  -4.03175
C  1.21081  0.18648  1.36905
H  -3.20873  5.83174  -2.56630
H  0.25647  -1.99435  2.85519
C  -0.66174  -3.08074  -0.53863
C  -4.03957  0.10371  -0.72205
H  -5.02751  0.00508  -1.20280
H  5.34289  0.95359  3.37483
C  0.17123  -3.90296  -2.66483
C  4.10442  -0.36990  4.51911
C  0.64152  -5.06916  -2.07258
C  3.78284  1.58749  1.27570
H  0.82703  -1.50688  -3.68572
C  2.85766  -0.97214  4.58900
H  -4.12675  0.77370  0.13170
H  5.96372  -1.21183  5.22596
H  5.56619  0.35288  5.93353
C  0.47149  -5.24288  -0.70581
H  0.54353  -2.11777  4.60918
C  1.89156  -0.78400  3.60003
S  -0.41254  1.85190  -2.67363
O  0.07377  0.65526  1.62644
C  0.54289  -1.44015  3.75186
H  0.84789  -6.13682  -0.21714
C  -0.45579  -2.90083  -1.92382
H  -2.37592  0.30224  -3.59689
C  2.20951  0.00944  2.49221
C  -1.95025  2.66299  -2.40296
H  2.61871  -1.60337  5.44217
H  3.78477  1.05585  0.32556
H  -0.60653  -1.98222  -4.63802
H  0.30836  -3.77466  -3.73156
F  0.23665  3.20447  0.16808
C  4.38016  0.44947  3.43140
Cd  -0.45930  0.45484  -0.56350
H  -5.17061  2.23282  -1.38225
N  -3.03221  0.60356  -1.64337
H  4.70278  -1.09881  6.45787
H  3.02767  2.37452  1.19843
S  -1.49612  -1.91386  0.44931
H  -0.29187  -4.38268  1.10731
C  -3.19623  4.75916  -2.40963
C  -0.24712  -1.36521  -3.79602
H  -5.25174  4.64329  -1.77360
H  4.75705  2.05263  1.43454
C  -4.33269  4.10066  -1.96732

- relative energy (zero: lowest compared OMol25 entry of this formula, charge and spin) (kcal per mole) = 5.5
- frontier orbital gap (eV) = 6.568
- net charge = -2

Mulliken population analysis, charges in e, atoms 1 to 8: -1.06 -1.45 0.27 1.10 -0.45 1.10 -0.40 0.31

DFT (the ωB97M-V functional and the def2-TZVPD basis) results for C2H2O3S as an isolated structure.

Element x y z (Å)
C  -0.60895  -0.12707  0.06736
O  0.31674  0.92492  2.61141
H  -1.48526  -0.16747  0.77175
C  0.47602  -0.00314  -0.47767
O  1.31968  -1.22802  1.90859
S  1.09476  0.15497  1.71924
H  1.26849  0.07131  -1.17843
O  1.98933  0.87412  0.87577

- relative energy (zero: lowest compared OMol25 entry of this formula, charge and spin) (kcal per mole) = 105.6
- frontier orbital gap (eV) = 11.510

List of Mulliken charges in e, atom by atom: -0.28 -0.45 0.38 -0.27 -0.42 1.09 0.43 -0.47

DFT (the ωB97M-V functional and the def2-TZVPD basis) results for a 2-piece molecular cluster, C9H12N2O overall.

Element x y z (Å)
H  -3.31307  1.39793  -0.94263
H  1.34662  -2.26226  1.89177
H  -2.96749  -0.10448  -1.95085
H  3.76498  -1.79072  2.68514
H  -0.82667  -1.95494  -0.44299
N  3.12106  -1.23410  1.98546
C  -2.57861  0.58457  -1.22529
C  2.79047  0.30320  0.60367
H  -3.10047  -0.95110  0.33504
C  0.31270  -0.12218  0.08221
C  -0.86642  -0.86972  -0.28856
C  -2.24373  -0.17282  0.08803
C  1.88033  -1.46994  1.54418
H  -0.81838  1.83989  -1.14665
O  -0.41274  1.64216  1.11825
H  -1.19268  1.48638  -2.70767
C  -0.22730  -0.02798  -1.36315
C  -1.20325  1.08194  -1.68598
C  1.55814  -0.40473  0.69683
H  3.10503  1.19663  0.14381
H  -1.94417  0.35704  0.92861
H  0.19592  -0.56001  -2.22354
H  -0.05605  2.23523  0.45320
N  3.67579  -0.20000  1.42111

- relative energy (zero: lowest compared OMol25 entry of this formula, charge and spin) (kcal per mole) = 129.7
- frontier orbital gap (alpha / beta) (eV) = 8.729 / 8.723

Mulliken population analysis, charges in e, atoms 1 to 8: 0.33 0.59 0.33 0.27 0.47 0.23 -0.56 -0.46

DFT (the ωB97M-V functional and the def2-TZVPD basis) results for C5H7NO in the gas phase.

Element x y z (Å)
H  -0.72864  0.17443  2.35276
C  0.91485  -1.16619  -0.37471
C  -0.19928  -0.57434  0.37913
C  -0.46341  0.71389  -0.43111
H  -1.49880  1.02108  -0.30582
H  0.99016  0.34470  1.93830
H  0.15790  1.51063  -0.00073
C  -0.16428  0.69413  -1.93285
N  1.71423  -1.39098  -1.18559
H  0.61736  0.04103  -2.30053
H  -1.07081  -1.23968  0.31739
O  -0.73268  1.42924  -2.69709
C  0.12005  -0.31250  1.85697
H  0.34334  -1.24544  2.38388

- relative energy (zero: lowest compared OMol25 entry of this formula, charge and spin) (kcal per mole) = 27.1
- frontier orbital gap (eV) = 10.569

Mulliken population analysis, charges in e, atoms 1 to 8: 0.34 0.31 0.48 -0.66 0.35 0.36 0.29 -0.18

For reference, max |F| by record: 4.11 1.91 1.02 3.05 4.49 1.60 eV/A.